Entry 1:
Molecular formula: C4H8AlO2
Method: DFT, ωB97M-V/def2-TZVPD

The geometry in XYZ format:
```
15
Properties=species:S:1:pos:R:3:forces:R:3
C 0.237 -0.191 2.997 -1.63 -0.94 -0.54
C -0.821 -0.117 2.097 1.07 1.56 1.43
Al -0.771 0.616 0.198 0.42 -0.90 -0.38
O 0.832 1.136 -0.550 -0.70 -0.09 -0.68
C 0.809 0.650 -1.883 -0.93 -0.88 -0.61
C 0.221 -0.841 -1.839 0.61 0.51 0.63
O -0.845 -0.873 -0.903 0.70 0.63 -0.15
H 0.881 0.661 3.297 0.42 -0.87 -1.29
H 0.422 -1.185 3.486 -0.55 1.23 0.77
H -1.800 -0.553 2.443 1.24 -1.20 -0.86
H -2.072 1.511 0.001 -0.11 0.40 -0.23
H 1.796 0.681 -2.410 -0.28 -0.12 0.73
H 0.132 1.214 -2.589 0.24 0.04 0.80
H -0.128 -1.243 -2.823 0.28 0.53 0.40
H 1.107 -1.466 -1.523 -0.79 0.10 -0.02
```
Positions in Å, forces in eV/Å.

The HOMO-LUMO gap is 7.8355 eV. As for the net charge: -1. For the LUMO energy, the calculation gives 0.1459 hartree. The highest occupied orbital energy is -3.866 eV.

=====

Entry 2:
Molecular formula: C18H41AsCrN2O4S4Si
Method: DFT, ωB97M-V/def2-TZVPD

The geometry in XYZ format:
```
72
Properties=species:S:1:pos:R:3:forces:R:3
Cr 0.081 0.240 0.303 -1.63 0.09 -0.32
S 0.169 3.246 3.711 -0.08 -0.10 0.14
As -0.976 2.029 2.363 -0.09 0.26 0.54
S -0.258 -0.114 2.623 0.09 0.16 0.07
S -0.428 2.590 0.251 -0.12 -0.16 0.05
S -3.063 2.161 2.715 -0.03 -0.10 -0.17
C 3.304 3.236 -2.039 -0.07 -0.02 0.07
C 4.025 2.767 -0.777 -0.16 0.05 0.15
N 3.113 2.069 0.119 0.63 0.15 -0.21
C 2.809 2.674 1.440 -0.30 0.15 -0.18
C 2.364 4.119 1.335 0.29 0.19 -0.18
C 3.137 0.695 0.063 1.20 1.08 0.15
C 4.462 -0.039 -0.004 0.23 0.13 -0.21
N 2.071 0.044 0.195 -0.50 -1.21 0.25
H 3.977 3.791 -2.701 -0.03 -0.03 0.04
H 2.457 3.866 -1.764 0.05 -0.01 -0.03
H 2.902 2.376 -2.582 0.02 0.04 0.00
H 4.452 3.622 -0.253 0.03 0.05 0.04
H 4.863 2.121 -1.060 0.01 0.02 -0.03
H 3.694 2.596 2.092 0.03 -0.06 -0.02
H 2.001 2.103 1.900 0.07 -0.01 -0.03
H 3.184 4.794 1.055 -0.01 -0.04 -0.01
H 1.958 4.421 2.301 0.05 -0.04 -0.06
H 1.547 4.193 0.616 0.08 0.02 0.08
H 5.294 0.632 0.196 0.02 -0.07 0.03
H 4.627 -0.513 -0.971 0.00 -0.02 -0.11
H 4.464 -0.818 0.754 -0.05 -0.08 0.06
H 2.287 -0.942 0.293 -0.11 -0.27 0.06
C -5.461 -2.306 1.400 -0.08 0.05 0.10
C -4.416 -2.370 0.294 0.18 0.07 0.07
C -3.079 -2.833 0.871 0.08 0.09 -0.03
C -4.880 -3.313 -0.816 -0.02 0.10 -0.12
O -4.320 -1.050 -0.218 -0.18 -0.09 -0.17
Si -3.086 -0.300 -1.020 -0.03 0.11 0.11
O -1.694 -0.330 -0.300 0.31 -0.25 -0.34
O -3.626 1.217 -1.298 0.05 -0.20 -0.26
C -4.748 1.832 -1.894 0.01 -0.04 0.15
C -5.328 2.760 -0.834 -0.06 0.09 0.08
C -4.237 2.639 -3.084 0.12 0.04 -0.06
C -5.803 0.827 -2.360 0.11 -0.19 0.09
O -3.035 -1.124 -2.499 0.12 -0.03 0.04
C -1.899 -1.351 -3.319 -0.06 0.09 0.01
C -0.996 -2.412 -2.690 -0.02 -0.02 0.03
C -1.119 -0.058 -3.559 -0.08 0.05 -0.02
C -2.441 -1.871 -4.649 -0.11 -0.02 -0.06
H -5.632 -3.299 1.830 0.00 0.07 -0.01
H -6.404 -1.924 0.994 0.07 -0.05 0.04
H -5.121 -1.624 2.183 -0.03 -0.06 -0.06
H -3.192 -3.808 1.355 -0.01 0.01 -0.01
H -2.709 -2.102 1.596 0.00 -0.07 -0.05
H -2.324 -2.911 0.081 -0.09 -0.03 0.10
H -4.981 -4.337 -0.440 0.01 0.05 -0.02
H -4.164 -3.293 -1.642 -0.05 -0.03 0.06
H -5.849 -2.977 -1.202 0.06 -0.05 0.02
H -4.533 3.394 -0.434 -0.07 -0.04 -0.03
H -5.716 2.169 0.000 0.04 0.06 -0.05
H -6.130 3.380 -1.252 0.03 -0.04 0.06
H -3.422 3.286 -2.748 -0.07 -0.03 -0.05
H -5.035 3.251 -3.520 0.05 -0.04 0.02
H -3.848 1.962 -3.851 -0.03 0.06 0.03
H -6.188 0.267 -1.504 0.02 0.06 -0.09
H -5.362 0.108 -3.060 -0.05 0.09 0.04
H -6.629 1.352 -2.852 0.02 -0.02 0.02
H -0.619 -2.048 -1.734 0.00 -0.01 0.01
H -0.155 -2.651 -3.352 -0.06 0.02 0.05
H -1.574 -3.323 -2.508 0.04 0.02 -0.02
H -0.718 0.333 -2.624 0.03 0.01 0.05
H -1.785 0.705 -3.971 0.05 -0.05 -0.02
H -0.297 -0.231 -4.262 -0.02 0.02 0.03
H -3.046 -2.768 -4.475 0.06 0.08 -0.03
H -1.623 -2.119 -5.334 -0.07 0.02 0.03
H -3.078 -1.111 -5.113 0.06 -0.08 0.04
```
Positions in Å, forces in eV/Å.

The HOMO-LUMO gap (alpha / beta) is 4.5358 / 4.5591 eV. As for the net charge: -2. The calculation puts the energy above the lowest of the compared OMol25 structures with the same formula, charge and spin at 41.6 kcal/mol. For the LUMO energy (alpha / beta), the calculation gives 0.1457 / 0.1449 hartree. As for the spin multiplicity: 5. The highest occupied orbital energy (alpha / beta) is -0.572 / -0.615 eV.

=====

Entry 3:
Molecular formula: C6H10
Method: DFT, ωB97M-V/def2-TZVPD

The geometry in XYZ format:
```
16
Properties=species:S:1:pos:R:3:forces:R:3
C 0.138 -1.377 0.141 -0.01 -0.02 -0.05
C -1.035 -0.561 0.748 -0.03 0.02 -0.04
C -0.917 0.912 0.392 0.12 0.05 0.17
C 0.339 1.511 0.365 -0.13 -0.05 -0.09
C 1.378 0.773 -0.212 -0.09 -0.10 -0.12
C 1.054 -0.492 -0.689 0.14 0.04 0.16
H -0.231 -2.209 -0.468 0.05 0.13 0.09
H 0.735 -1.818 0.948 -0.08 0.07 -0.12
H -1.022 -0.655 1.841 0.01 0.03 -0.16
H -2.003 -0.946 0.411 0.14 0.06 0.05
H -1.793 1.524 0.601 0.12 -0.07 -0.04
H -0.896 0.486 -1.164 0.08 -0.05 -0.02
H 0.442 2.585 0.498 -0.02 -0.16 -0.02
H 2.289 1.272 -0.534 -0.14 -0.07 0.05
H 1.750 -1.009 -1.348 -0.09 0.08 0.08
H -0.230 0.004 -1.530 -0.06 0.05 0.07
```
Positions in Å, forces in eV/Å.

The HOMO-LUMO gap is 9.7942 eV. As for the net charge: 0. The calculation puts the energy above the lowest of the compared OMol25 structures with the same formula, charge and spin at 66.3 kcal/mol. For the LUMO energy, the calculation gives 0.0468 hartree. The highest occupied orbital energy is -8.520 eV.

=====

Entry 4:
Molecular formula: C9H16ClIN2O2PRu
Method: DFT, ωB97M-V/def2-TZVPD

The geometry in XYZ format:
```
33
Properties=species:S:1:pos:R:3:forces:R:3
C -0.239 -2.215 -0.428 -0.75 -1.48 0.01
C 1.053 -1.412 -0.131 0.07 -4.96 0.30
H 0.085 -3.304 -0.314 -0.32 1.28 -0.12
H -0.626 -2.085 -1.457 0.52 0.05 0.58
H -1.158 -2.109 0.255 1.51 0.41 -0.85
O 2.118 -1.852 0.083 -2.60 2.52 -0.87
I 3.718 2.518 0.219 0.84 0.55 -0.01
Ru -0.846 0.446 0.281 -0.41 -0.64 5.95
P -0.272 0.890 -1.672 0.54 2.79 -7.28
C 1.400 1.335 -2.316 1.33 0.27 1.45
C -0.708 -0.206 -3.031 -0.89 -1.48 -0.86
H -2.206 2.324 -1.791 -0.22 0.25 -0.11
H -1.107 2.637 -3.174 0.06 -0.05 -0.38
H -0.696 3.254 -1.553 -0.23 0.16 -0.04
C -1.179 2.451 -2.114 0.34 -0.57 1.12
H -1.795 -0.526 -2.926 1.23 0.30 -0.23
H -0.585 0.304 -4.042 -0.13 -0.48 1.39
H 1.379 1.567 -3.401 -0.19 -0.17 0.69
H 2.136 0.519 -2.130 -0.44 0.32 -0.37
H -0.057 -1.128 -3.039 -0.66 0.95 -0.22
H 1.808 2.245 -1.772 -0.57 -0.64 -0.61
C 1.104 0.714 0.756 -1.39 -1.01 -0.27
O 2.121 0.346 1.089 1.51 1.97 0.87
Cl -3.124 0.560 0.421 1.56 -0.17 -0.48
N -0.747 -1.519 2.736 -0.11 -0.38 -0.68
C -0.360 -1.713 3.997 -0.05 0.49 -0.31
C 0.146 -0.521 4.451 0.23 1.01 -0.29
C 0.041 0.403 3.398 -0.42 -1.44 -0.09
N -0.496 -0.266 2.351 -0.68 1.14 -0.85
H -1.266 -2.138 2.108 0.29 0.25 0.89
H -0.476 -2.661 4.438 -0.12 -0.84 0.68
H 0.554 -0.322 5.406 0.20 0.07 0.76
H 0.280 1.463 3.303 -0.03 -0.47 0.26
```
Positions in Å, forces in eV/Å.

The HOMO-LUMO gap (alpha / beta) is 6.5633 / 4.0249 eV. As for the net charge: +3. The calculation puts the energy above the lowest of the compared OMol25 structures with the same formula, charge and spin at 89.6 kcal/mol. For the LUMO energy (alpha / beta), the calculation gives -0.4763 / -0.5645 hartree. As for the spin multiplicity: 5. The highest occupied orbital energy (alpha / beta) is -19.524 / -19.385 eV.

=====

Entry 5:
Molecular formula: CH3N2O3S
Method: DFT, ωB97M-V/def2-TZVPD

The geometry in XYZ format:
```
10
Properties=species:S:1:pos:R:3:forces:R:3
C 0.029 -0.329 2.940 -0.04 0.14 -0.35
N -0.156 -0.087 1.842 0.50 0.06 0.54
N 0.816 0.224 -1.827 0.13 0.89 -1.33
O -1.630 -1.593 0.266 -0.23 -1.04 0.02
O -0.096 1.302 -1.906 0.60 -0.12 0.52
O 0.263 -0.728 -0.967 -0.82 -0.51 1.13
S -1.029 -0.379 -0.075 0.35 1.01 -1.36
H 0.206 -0.548 3.966 0.07 -0.07 0.42
H 1.696 0.551 -1.405 -0.56 0.00 0.41
H -0.101 1.588 -2.834 0.00 -0.38 0.00
```
Positions in Å, forces in eV/Å.

The HOMO-LUMO gap is 9.0424 eV. As for the net charge: +1. The calculation puts the energy above the lowest of the compared OMol25 structures with the same formula, charge and spin at 53.9 kcal/mol. For the LUMO energy, the calculation gives -0.2134 hartree. The highest occupied orbital energy is -14.848 eV.

=====

Entry 6:
Molecular formula: C25H23ClN
Method: DFT, ωB97M-V/def2-TZVPD

The geometry in XYZ format:
```
50
Properties=species:S:1:pos:R:3:forces:R:3
Cl 4.824 -0.227 -3.045 0.04 -0.03 -0.11
C 3.126 -0.296 -2.837 -0.74 0.04 0.27
C 2.525 -1.492 -2.417 -0.15 0.11 0.13
C 1.164 -1.520 -2.141 0.04 0.32 -0.18
C 0.366 -0.366 -2.327 0.75 -0.02 -0.15
C -1.060 -0.438 -2.155 0.25 0.20 -0.46
C -1.948 0.611 -2.750 -1.00 -0.04 0.06
C -3.395 0.021 -2.657 0.71 0.31 0.09
C -3.165 -1.377 -2.160 1.50 0.23 0.25
C -1.830 -1.601 -1.886 -1.67 -0.49 -0.26
C 0.994 0.827 -2.779 -0.13 -0.41 0.12
C 2.359 0.862 -3.030 -0.14 -0.16 0.17
H 3.134 -2.383 -2.288 -0.09 0.18 -0.01
H 0.696 -2.444 -1.794 0.28 0.26 -0.14
H -1.863 1.587 -2.254 0.05 -0.20 -0.06
H -1.693 0.780 -3.811 0.17 -0.15 0.45
H -3.993 0.629 -1.963 -0.09 -0.37 -0.13
H -3.894 0.045 -3.635 0.02 -0.07 0.28
H -3.970 -2.099 -2.026 0.26 0.10 -0.04
H -1.416 -2.526 -1.482 -0.23 0.31 -0.25
H 0.402 1.736 -2.919 0.25 -0.33 0.04
H 2.844 1.783 -3.344 -0.11 -0.19 0.05
C 3.171 2.897 0.741 -0.16 -0.18 0.00
C 3.031 1.516 0.571 -0.20 0.14 0.08
C 1.757 0.939 0.521 0.00 0.39 -0.09
C 0.630 1.756 0.615 0.16 0.19 -0.09
C -0.776 1.210 0.568 0.68 0.03 0.92
N -0.873 -0.213 0.310 -1.80 0.27 -0.80
C -1.374 -1.118 1.050 0.27 0.28 0.50
C -1.111 -1.422 2.468 -0.25 0.25 0.58
C -2.094 -2.133 3.189 0.41 0.19 -0.17
C -1.885 -2.456 4.526 0.02 0.07 -0.02
C -0.684 -2.103 5.156 -0.01 0.11 -0.46
C 0.301 -1.405 4.442 -0.21 -0.03 -0.13
C 0.087 -1.053 3.106 -0.26 -0.03 0.07
C 0.766 3.139 0.774 0.30 -0.26 -0.05
C 2.034 3.710 0.853 -0.01 -0.13 -0.03
H 4.170 3.332 0.789 -0.29 -0.06 0.01
H 3.909 0.875 0.490 -0.16 0.22 0.01
H 1.638 -0.135 0.372 0.06 0.27 0.08
H -1.282 1.481 1.523 0.22 -0.32 -0.43
H -1.346 1.723 -0.232 0.26 -0.20 0.30
H -2.149 -1.773 0.612 0.64 -0.39 -0.31
H -3.015 -2.407 2.670 0.20 -0.03 0.27
H -2.662 -2.982 5.079 0.24 0.10 -0.12
H -0.513 -2.383 6.196 -0.05 0.11 -0.30
H 1.237 -1.131 4.929 -0.26 -0.08 -0.13
H 0.842 -0.501 2.542 -0.18 -0.19 0.24
H -0.146 3.740 0.831 0.36 0.00 0.07
H 2.130 4.785 1.013 0.05 -0.31 -0.11
```
Positions in Å, forces in eV/Å.

The HOMO-LUMO gap is 6.7243 eV. As for the net charge: +1. The calculation puts the energy above the lowest of the compared OMol25 structures with the same formula, charge and spin at 0.0 kcal/mol. For the LUMO energy, the calculation gives -0.1743 hartree. The highest occupied orbital energy is -11.467 eV.